No. 1
This record from the OMol25 dataset describes C38H27ClFeIN8O7 as an isolated structure in a non-equilibrium geometry. The level of theory is ωB97M-V/def2-TZVPD.

Properties
HOMO-LUMO gap (alpha / beta)   7.5 / 7.5 eV
⟨S²⟩   0.911
F_max   1.5 eV/Å
LUMO (alpha / beta)   -0.99 / -0.99 eV
HOMO (alpha / beta)   -8.48 / -8.54 eV

Geometry as ORCA input:
```
! RIJCOSX wB97M-V def2-TZVPD def2/J DEFGRID3
* xyz 0 2
Fe -0.555 0.107 0.445
C -0.643 -3.845 -0.902
C -0.037 -3.847 -2.155
C 0.286 -2.645 -2.736
C 0.038 -1.452 -2.048
N -0.499 -1.463 -0.820
C -0.855 -2.640 -0.277
N 0.298 -0.291 -2.752
C 0.128 0.879 -2.259
N -0.227 1.265 -0.983
C -0.227 2.645 -0.909
N -0.435 3.422 0.086
C -0.831 2.977 1.333
C -1.040 3.972 2.296
C -1.531 3.633 3.536
C -1.842 2.302 3.795
C -1.600 1.371 2.813
N -1.068 1.689 1.619
C 0.097 3.178 -2.245
C 0.169 4.477 -2.708
C 0.500 4.652 -4.045
C 0.745 3.559 -4.879
C 0.660 2.256 -4.402
C 0.331 2.096 -3.070
H -0.950 -4.759 -0.416
H 0.153 -4.777 -2.675
H 0.712 -2.572 -3.726
H -1.323 -2.583 0.693
H -0.824 4.992 2.014
H -1.696 4.395 4.286
H -2.267 1.985 4.735
H -1.843 0.326 2.952
H -0.022 5.311 -2.046
H 0.568 5.653 -4.454
H 0.997 3.733 -5.917
H 0.840 1.400 -5.038
O 2.582 -1.047 5.335
C 3.187 -0.003 4.807
O 4.120 0.546 5.338
C 2.674 0.488 3.487
C 3.230 1.531 2.770
Cl 4.617 2.456 3.072
N 2.509 1.700 1.635
N 1.496 0.816 1.581
C 1.587 0.084 2.677
C 0.599 -1.027 2.839
O 0.699 -1.794 3.798
O -0.286 -1.113 1.934
C 2.820 2.585 0.553
C 3.052 2.040 -0.699
C 3.411 2.883 -1.739
C 3.525 4.249 -1.522
C 3.271 4.779 -0.264
C 2.916 3.946 0.785
H 1.829 -1.387 4.760
H 2.953 0.972 -0.849
H 3.591 2.468 -2.722
H 3.802 4.903 -2.338
H 3.348 5.845 -0.096
H 2.706 4.346 1.768
N 4.300 -1.350 0.721
C 3.438 -1.587 -0.292
O 2.267 -1.255 -0.262
C 4.007 -2.296 -1.499
I 4.765 -0.859 -2.883
H 3.968 -0.896 1.558
H 5.267 -1.613 0.666
H 3.202 -2.817 -2.004
H 4.824 -2.972 -1.264
O -4.382 0.254 1.254
C -3.488 0.453 0.462
O -2.381 -0.273 0.501
C -3.658 1.490 -0.611
C -3.382 1.210 -1.943
C -3.597 2.176 -2.916
C -4.064 3.433 -2.554
C -4.346 3.712 -1.225
C -4.164 2.735 -0.257
H -3.019 0.226 -2.218
H -3.391 1.951 -3.955
H -4.215 4.192 -3.311
H -4.720 4.689 -0.944
H -4.412 2.925 0.780
*
```

Löwdin atomic charge list, values in e, 4 entries: 0.7679, -0.0372, -0.0539, -0.0160

=====

No. 2
This record from the OMol25 dataset describes a 16-piece molecular cluster, C80H204N12O32 overall in a non-equilibrium geometry. The level of theory is ωB97M-V/def2-TZVPD.

Properties
HOMO-LUMO gap   8.3 eV
F_max   3.5 eV/Å
LUMO   0.44 eV
HOMO   -7.88 eV

Geometry as ORCA input:
```
! RIJCOSX wB97M-V def2-TZVPD def2/J DEFGRID3
* xyz 0 1
C -4.362 7.380 2.790
O -4.822 6.056 2.613
C -5.519 5.789 1.393
C -5.459 4.279 0.941
N -6.461 3.449 1.533
C -7.204 2.550 0.701
C -6.515 1.171 0.494
O -6.254 0.324 1.548
C -4.878 0.229 1.919
H -3.577 7.582 1.983
H -3.836 7.291 3.757
H -5.159 8.082 2.673
H -5.022 6.319 0.573
H -6.503 6.216 1.462
H -4.420 3.903 1.090
H -5.613 4.374 -0.175
H -6.487 3.415 2.543
H -7.259 3.078 -0.284
H -8.198 2.410 1.100
H -5.535 1.378 0.025
H -7.140 0.634 -0.327
H -4.670 1.217 2.288
H -4.256 -0.016 1.067
H -4.774 -0.593 2.626
C 0.918 -5.502 5.030
O 0.828 -5.786 3.663
C 0.546 -4.607 2.863
C 1.959 -4.056 2.413
N 2.676 -5.018 1.684
C 4.124 -4.760 1.528
C 4.870 -5.905 0.940
O 4.318 -6.221 -0.315
C 5.247 -6.797 -1.252
H 0.093 -4.959 5.473
H 1.807 -4.850 5.193
H 1.051 -6.409 5.564
H 0.107 -3.856 3.518
H -0.239 -4.772 2.054
H 2.482 -3.711 3.324
H 1.863 -3.096 1.830
H 2.518 -5.890 2.101
H 4.537 -4.369 2.454
H 4.255 -3.909 0.817
H 4.771 -6.814 1.521
H 5.923 -5.564 0.855
H 6.096 -6.142 -1.380
H 4.765 -7.086 -2.235
H 5.624 -7.757 -0.983
C 3.091 10.097 7.648
O 4.351 9.420 7.524
C 4.721 9.385 6.168
C 5.732 8.310 5.919
N 5.081 7.004 6.322
C 5.985 5.849 6.150
C 5.230 4.644 6.716
O 4.575 5.000 7.897
C 3.836 3.905 8.388
H 2.427 9.610 6.874
H 3.119 11.209 7.495
H 2.600 9.831 8.626
H 5.081 10.317 5.704
H 3.809 9.070 5.597
H 6.587 8.484 6.591
H 6.015 8.276 4.871
H 4.844 7.130 7.296
H 6.929 5.967 6.672
H 6.236 5.702 5.081
H 5.980 3.875 6.874
H 4.480 4.165 6.032
H 3.325 4.190 9.284
H 4.565 3.092 8.507
H 2.992 3.560 7.759
C 6.284 -0.626 -8.170
O 4.837 -0.554 -8.276
C 4.378 0.535 -9.162
C 2.889 0.430 -8.975
N 2.341 0.976 -7.726
C 0.987 0.788 -7.453
C 0.495 1.419 -6.106
O 1.318 0.899 -5.094
C 1.280 1.736 -3.967
H 6.491 -1.437 -7.397
H 6.681 0.330 -7.878
H 6.731 -0.941 -9.069
H 4.753 0.275 -10.143
H 4.762 1.552 -8.859
H 2.577 -0.614 -9.168
H 2.493 0.986 -9.834
H 2.799 0.473 -6.989
H 0.782 -0.268 -7.405
H 0.432 1.154 -8.314
H -0.525 1.175 -5.897
H 0.632 2.529 -6.219
H 0.280 1.702 -3.503
H 1.491 2.776 -4.254
H 1.968 1.268 -3.234
C 2.243 -9.286 -0.885
O 1.887 -8.923 -2.156
C 2.379 -9.718 -3.187
C 2.007 -9.135 -4.628
N 3.061 -8.193 -5.048
C 2.818 -7.653 -6.388
C 3.507 -6.317 -6.674
O 3.399 -5.457 -5.534
C 3.873 -4.121 -5.802
H 3.387 -9.423 -0.939
H 1.814 -10.240 -0.602
H 1.921 -8.517 -0.220
H 1.986 -10.789 -3.170
H 3.543 -9.719 -3.072
H 1.098 -8.585 -4.423
H 1.733 -9.886 -5.411
H 3.162 -7.432 -4.381
H 1.758 -7.513 -6.574
H 3.248 -8.334 -7.101
H 3.066 -5.779 -7.503
H 4.536 -6.490 -6.945
H 3.479 -3.386 -5.145
H 3.644 -3.951 -6.878
H 5.003 -4.140 -5.769
C 1.006 5.114 6.046
O 1.592 5.044 4.729
C 2.389 6.210 4.406
C 1.983 6.714 3.039
N 0.582 7.153 3.069
C 0.173 7.652 1.711
C 0.187 9.177 1.485
O -0.545 9.523 0.260
C 0.243 9.863 -0.863
H 0.148 5.685 6.107
H 1.726 5.434 6.785
H 0.666 4.112 6.243
H 3.415 5.960 4.433
H 2.148 7.004 5.106
H 2.129 5.896 2.286
H 2.614 7.510 2.666
H -0.088 6.424 3.295
H -0.930 7.399 1.637
H 0.637 7.158 0.908
H 1.177 9.539 1.343
H -0.267 9.697 2.370
H 0.795 10.765 -0.627
H -0.417 10.085 -1.686
H 1.000 9.118 -1.196
C 4.950 3.013 3.553
O 3.999 2.040 4.003
C 2.908 1.928 3.079
C 3.442 0.984 1.911
N 2.393 0.797 0.985
C 2.267 -0.420 0.244
C 3.517 -0.826 -0.559
O 3.686 0.158 -1.574
C 4.477 -0.318 -2.565
H 4.569 4.014 3.941
H 5.063 3.079 2.401
H 5.912 2.760 3.979
H 2.518 2.861 2.661
H 2.168 1.364 3.640
H 3.744 0.013 2.448
H 4.481 1.409 1.562
H 2.314 1.609 0.368
H 1.465 -0.391 -0.534
H 1.900 -1.187 0.946
H 3.333 -1.820 -0.954
H 4.426 -0.898 0.079
H 5.202 -1.091 -2.252
H 5.062 0.467 -3.089
H 3.925 -0.821 -3.346
C -6.179 4.997 -6.468
O -5.837 4.315 -5.240
C -4.528 3.630 -5.323
C -4.084 3.091 -3.959
N -4.903 1.961 -3.538
C -4.951 0.709 -4.287
C -3.579 0.054 -4.445
O -3.429 -0.672 -5.670
C -3.970 -2.043 -5.614
H -5.805 4.462 -7.330
H -5.848 6.074 -6.482
H -7.246 5.111 -6.549
H -3.820 4.338 -5.761
H -4.588 2.767 -6.042
H -4.277 3.872 -3.250
H -3.040 2.894 -3.991
H -5.838 2.334 -3.318
H -5.326 0.828 -5.290
H -5.656 -0.004 -3.814
H -3.293 -0.614 -3.658
H -2.784 0.767 -4.411
H -3.748 -2.609 -4.637
H -3.511 -2.429 -6.493
H -5.076 -2.115 -5.727
C -0.103 -3.007 -6.776
O -0.872 -4.039 -6.186
C -0.058 -5.285 -6.046
C -0.692 -6.259 -5.135
N -1.586 -7.165 -5.804
C -2.188 -8.158 -4.980
C -3.228 -7.792 -3.977
O -4.431 -7.453 -4.662
C -5.089 -6.302 -4.261
H 0.201 -3.288 -7.754
H 0.850 -2.738 -6.240
H -0.826 -2.216 -6.726
H 0.997 -5.028 -5.884
H 0.040 -5.756 -7.041
H -1.238 -5.661 -4.408
H 0.047 -6.767 -4.610
H -2.188 -6.823 -6.526
H -1.415 -8.658 -4.396
H -2.573 -8.988 -5.680
H -2.876 -6.947 -3.311
H -3.400 -8.665 -3.332
H -4.425 -5.414 -4.142
H -5.632 -6.483 -3.255
H -5.867 -6.100 -4.994
C -4.376 -2.035 5.283
O -4.517 -2.324 3.920
C -5.591 -3.281 3.770
C -5.639 -3.639 2.279
N -4.583 -4.611 1.934
C -4.451 -4.684 0.466
C -3.638 -5.877 0.049
O -2.265 -5.727 0.293
C -1.551 -6.900 0.283
H -4.246 -2.914 5.915
H -5.215 -1.471 5.631
H -3.444 -1.494 5.447
H -6.449 -2.755 4.210
H -5.454 -4.211 4.412
H -5.488 -2.756 1.700
H -6.640 -4.109 2.035
H -3.670 -4.291 2.348
H -4.012 -3.804 -0.064
H -5.470 -4.803 0.162
H -3.872 -6.063 -1.005
H -4.069 -6.728 0.630
H -1.489 -7.269 -0.730
H -1.960 -7.660 0.973
H -0.550 -6.569 0.635
C 0.899 0.008 5.835
O -0.157 -0.056 4.912
C 0.173 -0.856 3.827
C -1.146 -1.281 3.131
N -0.989 -1.315 1.729
C -1.557 -2.335 0.954
C -0.773 -2.670 -0.298
O -1.118 -1.705 -1.356
C -0.230 -1.879 -2.431
H 1.278 -0.971 6.083
H 0.649 0.620 6.708
H 1.786 0.444 5.257
H 0.824 -1.644 4.098
H 0.769 -0.253 3.052
H -1.915 -0.495 3.438
H -1.528 -2.256 3.504
H -1.039 -0.450 1.165
H -2.652 -2.033 0.633
H -1.812 -3.235 1.452
H -1.156 -3.597 -0.704
H 0.373 -2.713 -0.179
H -0.397 -2.779 -2.980
H 0.763 -1.967 -2.108
H -0.361 -1.005 -3.063
C -3.271 6.933 -3.891
O -3.280 5.945 -2.899
C -2.371 6.335 -1.823
C -2.495 5.280 -0.735
N -1.086 4.982 -0.262
C -0.332 3.961 -1.006
C -0.270 2.679 -0.187
O -1.558 2.051 0.038
C -2.101 1.434 -1.143
H -2.264 7.015 -4.347
H -3.794 7.798 -3.466
H -3.884 6.644 -4.757
H -2.483 7.316 -1.413
H -1.377 6.155 -2.232
H -2.928 4.307 -1.129
H -2.972 5.688 0.167
H -0.976 4.758 0.716
H 0.665 4.226 -1.350
H -0.884 3.807 -1.973
H -0.006 2.940 0.808
H 0.438 1.955 -0.668
H -2.991 0.901 -0.900
H -1.367 0.734 -1.588
H -2.314 2.193 -1.877
C 4.236 -1.091 5.487
C 4.782 -2.494 5.673
O 5.470 -3.093 4.554
O 5.330 -0.244 5.058
H 3.793 -0.764 6.438
H 3.399 -1.007 4.798
H 3.927 -3.116 6.058
H 5.525 -2.515 6.478
H 6.009 -2.386 4.146
H 4.901 0.608 4.871
C -2.454 2.689 3.328
C -0.979 2.850 3.556
O -0.322 3.923 2.919
O -3.341 3.568 3.979
H -2.795 1.763 3.728
H -2.650 2.688 2.226
H -0.534 1.904 3.223
H -0.801 3.031 4.610
H 0.350 4.268 3.529
H -3.385 4.360 3.398
C 0.865 -5.666 -1.733
C 2.002 -5.134 -2.539
O 2.842 -4.284 -1.731
O 1.366 -6.482 -0.711
H 0.213 -6.320 -2.336
H 0.152 -4.856 -1.415
H 1.517 -4.482 -3.290
H 2.616 -5.899 -2.967
H 3.336 -4.954 -1.131
H 2.014 -5.963 -0.197
C -3.977 2.117 6.898
C -2.901 1.133 7.140
O -2.115 1.581 8.257
O -3.389 3.394 6.752
H -4.642 2.189 7.752
H -4.588 1.802 6.007
H -2.242 1.078 6.205
H -3.194 0.096 7.374
H -1.831 2.454 7.959
H -3.384 3.577 5.812
*
```

Löwdin atomic charge list, values in e, 4 entries: -0.0954, -0.2341, -0.1903, -0.1939